Entry 1:
{"formula": "C17H52FN18O11S", "method": "the ωB97M-V functional and the def2-TZVPD basis", "gap_ha": 0.312, "lumo_energy_ev": -2.69, "total_charge": 1, "symbols": ["S", "F", "O", "O", "O", "O", "O", "O", "O", "O", "O", "O", "O", "N", "N", "N", "N", "N", "N", "N", "N", "N", "N", "N", "N", "N", "N", "N", "N", "N", "N", "C", "C", "C", "C", "C", "C", "C", "C", "C", "C", "C", "C", "C", "C", "C", "C", "C", "H", "H", "H", "H", "H", "H", "H", "H", "H", "H", "H", "H", "H", "H", "H", "H", "H", "H", "H", "H", "H", "H", "H", "H", "H", "H", "H", "H", "H", "H", "H", "H", "H", "H", "H", "H", "H", "H", "H", "H", "H", "H", "H", "H", "H", "H", "H", "H", "H", "H", "H", "H"], "positions_angstrom": [[0.26, -3.77, -1.85], [1.29, -3.57, -2.98], [6.38, 3.06, 4.69], [3.76, 2.90, 0.91], [0.90, -3.91, -0.59], [6.89, -4.11, 2.47], [-5.45, 2.27, -1.94], [-3.83, -3.05, -0.38], [2.05, 7.00, 2.23], [3.72, -2.80, -0.58], [-6.39, 2.41, 2.55], [-0.66, -4.77, -2.27], [-9.61, 2.05, -3.03], [-11.02, 2.26, -4.78], [-6.84, 0.57, -2.51], [1.38, -0.99, -1.42], [8.02, -6.08, 2.39], [6.10, 1.46, 6.26], [-5.77, -3.33, -1.49], [4.33, 2.77, 5.59], [-1.25, -1.94, -0.63], [1.31, 5.06, 1.31], [-9.33, 3.80, -4.44], [4.46, 4.87, 0.01], [-0.04, 6.28, 2.75], [5.64, 3.89, 1.73], [-3.81, -4.20, -2.34], [-5.94, 0.33, 3.36], [-4.64, 0.16, -1.94], [-5.66, 0.81, 1.11], [5.85, -5.91, 1.58], [2.33, 0.01, -1.96], [4.31, -1.70, 0.11], [-0.64, -2.20, -1.96], [-5.65, 1.08, -2.13], [5.65, 2.47, 5.46], [0.24, -1.02, -2.33], [1.16, 6.17, 2.10], [-0.27, -1.44, 0.42], [-9.96, 2.66, -4.02], [4.69, -3.61, -1.21], [-4.44, -3.51, -1.35], [3.44, 0.48, -1.02], [-6.02, 1.26, 2.35], [4.58, 3.83, 0.89], [0.87, -0.58, -0.12], [4.60, -0.51, -0.80], [6.92, -5.29, 2.17], [-8.56, 4.12, -3.89], [5.38, 0.08, -0.30], [8.81, -5.64, 2.82], [1.78, 0.89, -2.32], [5.75, 3.15, 2.41], [-2.83, -4.37, -2.18], [-6.30, -3.70, -2.27], [5.47, -3.93, -0.50], [-0.78, 5.61, 2.66], [-7.61, 1.21, -2.64], [3.67, -1.42, 0.94], [-7.00, -0.41, -2.66], [-9.61, 4.32, -5.24], [3.69, 4.85, -0.63], [3.07, 0.86, -0.07], [6.30, 4.64, 1.73], [-5.71, 1.47, 0.35], [-4.25, -4.56, -3.16], [1.67, -0.66, 0.62], [-6.20, 0.63, 4.28], [2.80, -0.44, -2.84], [-11.51, 1.43, -4.49], [7.07, 1.22, 6.19], [-0.85, -0.83, 1.11], [-5.65, -0.61, 3.22], [-0.36, -0.09, -2.19], [8.06, -7.05, 2.15], [5.84, -6.88, 1.31], [-1.69, -2.81, -0.28], [-0.17, 7.08, 3.34], [-11.34, 2.75, -5.60], [2.18, 4.96, 0.83], [-5.35, -0.13, 0.93], [3.97, 3.52, 5.02], [5.04, -5.35, 1.42], [5.52, 0.96, 6.91], [3.88, 1.35, -1.52], [0.56, 0.48, -0.15], [-4.75, -0.83, -2.06], [-2.01, -1.27, -0.74], [4.19, -4.48, -1.62], [0.06, -2.31, 0.99], [5.19, -3.09, -2.03], [-6.26, -2.83, -0.76], [0.55, -1.06, -3.36], [5.26, -2.04, 0.55], [0.60, 4.37, 1.19], [5.10, 5.64, -0.02], [5.01, -0.81, -1.76], [-3.75, 0.53, -1.65], [-1.43, -2.34, -2.69], [3.71, 2.30, 6.22]], "lowdin_charge": [0.67, -0.08, 0.01, -0.01, -0.20, 0.02, 0.04, -0.01, 0.03, -0.22, 0.04, -0.25, 0.01, 0.15, 0.18, -0.15, 0.15, 0.15, 0.17, 0.15, 0.08, 0.16, 0.16, 0.15, 0.15, 0.18, 0.18, 0.14, 0.14, 0.15, 0.15, -0.17, -0.21, -0.26, -0.70, -0.68, -0.17, -0.68, -0.06, -0.67, -0.11, -0.66, -0.19, -0.68, -0.67, -0.15, -0.15, -0.69, 0.11, 0.12, 0.11, 0.13, 0.08, 0.06, 0.11, 0.08, 0.09, 0.08, 0.12, 0.09, 0.10, 0.10, 0.08, 0.11, 0.07, 0.11, 0.12, 0.10, 0.13, 0.10, 0.11, 0.14, 0.08, 0.14, 0.09, 0.09, 0.15, 0.10, 0.10, 0.05, 0.07, 0.10, 0.09, 0.09, 0.12, 0.14, 0.06, 0.16, 0.09, 0.13, 0.09, 0.12, 0.14, 0.12, 0.09, 0.10, 0.11, 0.09, 0.15, 0.09]}



Entry 2:
{"formula": "C2H3ClFN", "method": "the ωB97M-V functional and the def2-TZVPD basis", "gap_ha": 0.364, "lumo_energy_ev": 0.48, "e_above_lowest_ev": 1.963, "smiles": "C=C(F)NCl", "total_charge": 0, "symbols": ["Cl", "F", "N", "C", "C", "H", "H", "H"], "positions_angstrom": [[-1.53, -0.09, 1.83], [0.91, 1.15, -0.84], [-0.45, 1.00, 0.96], [0.57, -1.06, -0.68], [0.31, 0.18, -0.12], [1.25, -1.16, -1.58], [-0.01, -1.80, -0.26], [-1.05, 1.78, 0.68]], "lowdin_charge": [0.53, 0.01, -0.36, 0.06, -0.40, 0.09, 0.00, 0.06]}



Entry 3:
{"formula": "C35H28F5IN3O7W", "method": "the ωB97M-V functional and the def2-TZVPD basis", "gap_ha": [0.217, 0.199], "lumo_energy_ev": [-3.61, -5.78], "total_charge": 1, "spin_multiplicity": 3, "symbols": ["W", "I", "F", "F", "F", "F", "F", "O", "O", "O", "O", "O", "O", "O", "N", "N", "N", "C", "C", "C", "C", "C", "C", "C", "C", "C", "C", "C", "C", "C", "C", "C", "C", "C", "C", "C", "C", "C", "C", "C", "C", "C", "C", "C", "C", "C", "C", "C", "C", "C", "C", "C", "H", "H", "H", "H", "H", "H", "H", "H", "H", "H", "H", "H", "H", "H", "H", "H", "H", "H", "H", "H", "H", "H", "H", "H", "H", "H", "H", "H"], "positions_angstrom": [[2.59, 0.97, 1.55], [1.86, -0.90, 3.80], [0.96, 1.12, -1.40], [5.50, 4.03, -1.95], [1.43, 2.41, -3.65], [3.71, 3.87, -3.98], [5.05, 2.76, 0.35], [-2.51, 0.39, -1.74], [-1.72, -2.52, -2.01], [2.29, 2.01, 3.17], [2.53, -0.78, 0.31], [2.82, 2.77, 2.07], [4.31, 0.31, 1.93], [0.59, 1.01, 1.21], [-2.85, -0.77, 0.67], [2.81, -1.41, -3.15], [0.73, -2.47, 1.32], [-1.15, -3.70, 2.37], [-0.07, -2.82, 2.41], [-1.86, -0.01, 1.05], [0.25, -2.21, 3.63], [1.59, -1.91, -3.33], [4.58, -0.67, -1.69], [2.10, 1.86, -1.45], [2.98, 1.92, -0.38], [-6.19, 0.29, -1.62], [-4.91, 0.57, -2.10], [-2.79, 2.31, 0.88], [-5.26, -0.70, 0.35], [2.31, 2.51, -2.66], [0.27, -2.54, 0.14], [-2.55, 3.65, 0.95], [3.47, 3.25, -2.83], [-3.80, 0.20, -1.36], [-1.23, 4.11, 1.14], [-0.17, 3.25, 1.26], [3.19, -1.13, -1.92], [2.27, -1.30, -0.79], [0.71, -2.33, -2.30], [-0.49, -2.47, 4.77], [1.08, -2.08, -1.00], [-1.72, 1.38, 1.01], [5.33, 0.10, 2.87], [-6.37, -0.35, -0.40], [-1.56, -3.35, 4.71], [-2.25, 1.29, -2.82], [4.38, 3.33, -1.79], [-0.58, -3.02, -2.69], [-1.89, -3.97, 3.51], [-3.99, -0.41, -0.12], [4.12, 2.67, -0.60], [-0.38, 1.86, 1.19], [0.84, 3.62, 1.41], [-5.37, -1.17, 1.32], [5.25, -0.90, 3.30], [5.26, -1.41, -2.12], [-0.70, -2.97, -3.77], [-7.36, -0.56, -0.04], [-2.68, 2.27, -2.61], [4.76, 0.26, -2.23], [-1.03, -0.56, 1.48], [-7.04, 0.59, -2.21], [-3.37, 4.36, 0.88], [-1.04, 5.17, 1.18], [-2.65, 0.90, -3.76], [6.29, 0.19, 2.37], [-1.17, 1.37, -2.89], [-2.71, -4.68, 3.47], [-1.80, -1.57, -2.17], [-1.39, -4.22, 1.44], [-2.13, -3.57, 5.60], [1.29, -2.06, -4.36], [-0.25, -1.99, 5.71], [-0.52, -4.08, -2.44], [-0.72, -2.93, -0.11], [-4.80, 1.07, -3.05], [4.80, -0.53, -0.63], [-3.80, 1.95, 0.77], [5.27, 0.84, 3.67], [-2.78, -1.75, 0.91]], "lowdin_charge": [1.58, 1.30, 0.06, 0.14, 0.12, 0.15, 0.10, -0.11, -0.06, -0.43, -0.12, -0.34, -0.48, -0.25, 0.16, 0.16, 0.10, -0.03, -0.34, 0.03, -0.59, -0.01, 0.02, -0.22, -0.10, -0.05, 0.01, -0.01, -0.01, -0.15, -0.06, -0.06, -0.13, -0.24, -0.03, 0.02, -0.19, -0.24, -0.11, -0.13, -0.02, -0.11, -0.14, -0.06, -0.06, -0.03, -0.14, -0.18, -0.06, -0.18, -0.24, -0.30, 0.11, 0.12, 0.07, 0.11, 0.13, 0.11, 0.11, 0.10, 0.12, 0.12, 0.11, 0.12, 0.10, 0.09, 0.08, 0.11, 0.07, 0.12, 0.12, 0.13, 0.10, 0.14, 0.11, 0.12, 0.08, 0.12, 0.09, 0.15]}



Entry 4:
{"formula": "C27H45N4O5", "method": "the ωB97M-V functional and the def2-TZVPD basis", "gap_ha": 0.202, "lumo_energy_ev": -4.84, "total_charge": 1, "symbols": ["O", "O", "O", "O", "O", "N", "N", "N", "N", "C", "C", "C", "C", "C", "C", "C", "C", "C", "C", "C", "C", "C", "C", "C", "C", "C", "C", "C", "C", "C", "C", "C", "C", "C", "C", "C", "H", "H", "H", "H", "H", "H", "H", "H", "H", "H", "H", "H", "H", "H", "H", "H", "H", "H", "H", "H", "H", "H", "H", "H", "H", "H", "H", "H", "H", "H", "H", "H", "H", "H", "H", "H", "H", "H", "H", "H", "H", "H", "H", "H", "H"], "positions_angstrom": [[9.07, -3.02, -5.38], [-0.29, 1.36, -0.55], [3.73, 2.96, -2.58], [3.57, 0.02, -2.29], [6.88, -1.42, -4.21], [-6.04, -1.81, 4.50], [-8.96, 1.15, 2.08], [-5.17, -2.28, 3.64], [-2.98, 2.94, 2.57], [0.98, -0.11, 1.02], [-4.02, 1.85, 2.52], [-3.95, -2.17, 1.41], [-5.63, 0.47, 0.86], [2.31, 3.00, -2.67], [-6.10, -2.58, 5.75], [4.65, 0.83, -1.84], [-7.81, 1.41, 3.03], [0.48, -0.03, 3.54], [4.18, 2.23, -1.45], [7.71, -3.44, -5.30], [-6.92, -0.73, 4.47], [7.64, -0.25, -4.46], [-0.58, 1.04, 3.33], [-6.88, 0.14, 3.21], [9.72, -3.02, -4.11], [-4.89, 1.87, 1.19], [3.53, -0.09, -3.70], [-0.87, 1.57, 1.95], [1.29, -0.63, 2.41], [6.77, -2.25, -5.37], [-2.72, -1.19, 1.14], [-5.85, -0.34, 2.21], [-0.08, 0.96, 0.79], [-5.02, -1.59, 2.46], [-1.90, 2.71, 1.57], [-6.05, -3.13, 6.85], [5.44, 0.89, -2.60], [3.61, 0.88, -4.19], [7.53, -4.08, -6.16], [6.94, -1.66, -6.28], [7.53, -4.02, -4.39], [0.73, -0.42, 4.59], [1.59, -0.56, 0.17], [-4.74, 2.04, 3.39], [-1.98, -1.26, 2.01], [3.40, 2.17, -0.68], [-1.30, 3.68, 1.51], [5.08, 0.35, -0.96], [7.05, 0.45, -5.07], [1.87, 2.00, -2.56], [-8.30, 1.66, 4.03], [8.58, -0.47, -4.96], [9.12, -2.50, -3.36], [-7.63, -0.50, 5.34], [-4.35, 2.21, 0.26], [-1.13, 1.44, 4.23], [-3.02, -0.13, 0.91], [-9.86, 1.32, 2.57], [2.58, -0.55, -3.98], [-5.75, -3.30, 7.93], [10.67, -2.50, -4.22], [5.74, -2.62, -5.40], [9.91, -4.05, -3.79], [-6.67, 0.64, 0.42], [-4.43, -2.42, 0.41], [-8.96, 0.13, 1.91], [-7.23, 2.34, 2.74], [-3.53, -3.14, 1.83], [-0.31, 0.53, -1.07], [2.11, -1.40, 2.55], [-5.07, -0.14, 0.09], [-3.47, 0.87, 2.71], [1.91, 3.67, -1.90], [5.02, 2.78, -1.03], [-2.56, 2.83, 3.51], [2.04, 3.39, -3.65], [7.86, 0.22, -3.50], [4.34, -0.75, -4.04], [-2.26, 2.50, 0.52], [-2.15, -1.56, 0.23], [-5.74, 2.63, 1.36]], "lowdin_charge": [-0.19, -0.02, -0.19, -0.20, -0.21, -0.12, 0.00, 0.16, -0.07, 0.00, -0.23, -0.15, -0.11, -0.11, -0.06, -0.19, -0.21, -0.08, -0.19, -0.20, 0.11, -0.11, -0.04, -0.04, -0.11, -0.14, -0.10, -0.12, -0.06, -0.20, -0.10, -0.02, -0.21, -0.09, -0.18, 0.16, 0.11, 0.09, 0.12, 0.13, 0.13, 0.09, 0.10, 0.12, 0.09, 0.12, 0.14, 0.13, 0.09, 0.07, 0.13, 0.09, 0.08, 0.17, 0.11, 0.09, 0.05, 0.08, 0.09, 0.09, 0.09, 0.12, 0.09, 0.13, 0.12, 0.07, 0.11, 0.12, 0.11, 0.10, 0.11, 0.10, 0.09, 0.13, 0.09, 0.09, 0.09, 0.07, 0.11, 0.10, 0.11]}



Sequential maximum force output: 1.176, 3.876, 0.798, 4.457 eV Å⁻¹
Sequential total energy output: -81370.8863, -18849.7495, -79055.8485, -44909.0486 eV